Formula: C24H46N2O3S2
Source: the Open Molecules 2025 dataset
Level of theory: ωB97M-V/def2-TZVPD

```
77
C24H46N2O3S2, DFT ωB97M-V/def2-TZVPD
C -1.97 -3.56 3.66
C -2.49 -2.28 3.08
C -3.86 -2.02 3.16
C -4.42 -0.86 2.68
C -3.60 0.10 2.10
C -2.24 -0.14 2.01
C -1.66 -1.31 2.48
C -0.15 -1.41 2.35
C 0.49 -2.51 1.44
S -0.78 -3.12 0.26
C 1.12 -3.66 2.26
C 2.60 -3.43 2.59
O 2.84 -2.03 2.88
S 2.93 -1.14 1.56
O 2.58 0.19 1.93
O 4.17 -1.41 0.90
C 1.62 -1.89 0.59
H -1.50 -4.20 2.91
H -2.80 -4.13 4.10
H -1.25 -3.37 4.46
H -4.50 -2.76 3.62
H -5.49 -0.69 2.76
H -4.01 1.03 1.72
H -1.60 0.61 1.55
H 0.33 -1.46 3.33
H 0.16 -0.45 1.93
H 0.04 -3.25 -0.79
H 1.07 -4.60 1.70
H 0.57 -3.80 3.19
H 2.89 -3.98 3.49
H 3.27 -3.73 1.78
H 2.12 -2.65 -0.01
H 1.25 -1.09 -0.06
C -6.10 0.95 -1.85
C -6.44 2.40 -2.14
N -7.36 2.97 -1.17
C -7.94 4.24 -1.60
C -7.01 5.44 -1.78
C -6.94 2.89 0.21
C -5.59 3.51 0.59
H -7.01 0.36 -1.73
H -5.52 0.53 -2.67
H -5.50 0.84 -0.94
H -6.92 2.46 -3.12
H -5.50 2.98 -2.23
H -8.73 4.50 -0.88
H -8.45 4.05 -2.55
H -6.66 5.83 -0.82
H -7.54 6.24 -2.28
H -6.14 5.19 -2.39
H -6.93 1.84 0.50
H -7.73 3.34 0.82
H -4.80 3.20 -0.10
H -5.30 3.17 1.59
H -5.62 4.60 0.62
C 7.73 -2.27 -1.08
C 8.10 -1.10 -1.98
N 6.98 -0.61 -2.76
C 7.36 0.28 -3.84
C 8.01 1.62 -3.48
C 5.81 -0.22 -1.98
C 6.00 0.84 -0.89
H 7.25 -3.06 -1.65
H 8.63 -2.68 -0.62
H 7.07 -1.97 -0.27
H 8.87 -1.43 -2.69
H 8.57 -0.32 -1.37
H 6.47 0.46 -4.44
H 8.05 -0.28 -4.48
H 7.29 2.32 -3.04
H 8.42 2.08 -4.38
H 8.83 1.49 -2.77
H 5.41 -1.12 -1.50
H 5.04 0.10 -2.68
H 6.86 0.64 -0.26
H 5.12 0.84 -0.24
H 6.10 1.85 -1.30
```

Molecular weight ... 474.777 g/mol
Total energy ... -56426.4916 eV
SMILES ... Cc1ccccc1C[C@]1(S)CCOS(=O)(=O)C1.CCN(CC)CC.CCN(CC)CC

In elementary charge units, the Löwdin charges are:
1 C -0.042
2 C -0.232
3 C -0.051
4 C -0.079
5 C -0.075
6 C -0.041
7 C -0.216
8 C -0.131
9 C -0.721
10 S 0.863
11 C -0.167
12 C -0.171
13 O -0.222
14 S 0.615
15 O -0.250
16 O -0.266
17 C -0.237
18 H 0.059
19 H 0.079
20 H 0.089
21 H 0.110
22 H 0.103
23 H 0.086
24 H 0.116
25 H 0.134
26 H 0.097
27 H -0.122
28 H 0.116
29 H 0.090
30 H 0.133
31 H 0.121
32 H 0.108
33 H 0.120
34 C -0.088
35 C -0.275
36 N -0.203
37 C -0.252
38 C -0.086
39 C -0.246
40 C -0.085
41 H 0.081
42 H 0.073
43 H 0.056
44 H 0.117
45 H 0.102
46 H 0.110
47 H 0.109
48 H 0.055
49 H 0.069
50 H 0.066
51 H 0.099
52 H 0.114
53 H 0.066
54 H 0.063
55 H 0.055
56 C -0.088
57 C -0.276
58 N -0.203
59 C -0.255
60 C -0.087
61 C -0.245
62 C -0.075
63 H 0.079
64 H 0.071
65 H 0.060
66 H 0.116
67 H 0.102
68 H 0.109
69 H 0.108
70 H 0.054
71 H 0.068
72 H 0.065
73 H 0.087
74 H 0.114
75 H 0.071
76 H 0.056
77 H 0.055